{
  "formula": "C32H45FN9",
  "method": "the ωB97M-V functional and the def2-TZVPD basis",
  "homo_lumo_gap_ev": 6.6,
  "lumo_ev": -2.9387,
  "charge": 1,
  "elements": ["F", "N", "N", "N", "N", "N", "N", "N", "N", "N", "C", "C", "C", "C", "C", "C", "C", "C", "C", "C", "C", "C", "C", "C", "C", "C", "C", "C", "C", "C", "C", "C", "C", "C", "C", "C", "C", "C", "C", "C", "C", "C", "H", "H", "H", "H", "H", "H", "H", "H", "H", "H", "H", "H", "H", "H", "H", "H", "H", "H", "H", "H", "H", "H", "H", "H", "H", "H", "H", "H", "H", "H", "H", "H", "H", "H", "H", "H", "H", "H", "H", "H", "H", "H", "H", "H", "H"],
  "positions_angstrom": [[-2.1480, 1.5656, 2.9456], [-1.7231, 1.9502, 1.7049], [2.6399, 2.5808, -3.6713], [-0.5856, -2.3973, -7.5300], [-1.0953, -2.2776, 1.7281], [2.4892, -1.0494, 3.8428], [2.1785, -1.4172, -0.8469], [-3.0345, 4.5113, 1.5570], [-1.8047, 0.8663, -2.7974], [2.2880, -1.4462, 9.9037], [3.9552, -2.4162, 8.8219], [3.3562, 4.2764, -4.8988], [-1.2783, -3.5601, 1.2997], [2.0918, -1.1773, 8.5791], [2.0134, 3.6993, -3.1943], [-0.8827, 3.1720, 1.8342], [-1.9770, -0.4842, -2.9657], [1.2449, 0.1627, 2.4804], [-2.8104, 1.5465, -3.4388], [3.1118, -1.7690, 7.8804], [0.5811, 0.0613, 3.7317], [-3.6301, 0.6194, -4.0228], [-3.0793, -2.3363, 0.7387], [-1.7272, -3.3476, -5.8937], [-1.2081, -2.1586, -6.3359], [3.4600, 2.9235, -4.7086], [-2.8832, 2.1988, 0.7759], [-2.4988, -3.6286, 0.6784], [-1.7213, 4.4194, 2.1777], [1.3786, -0.6910, 4.5553], [-3.1014, -0.6660, -3.7225], [1.4339, -0.5478, -1.5920], [-1.4070, -4.3378, -6.8612], [3.4194, -2.1974, 10.0617], [2.4365, 4.7702, -3.9368], [1.7894, -0.7072, -2.9054], [3.0053, -2.1350, -1.6674], [-2.1912, -1.5281, 1.3999], [-0.7041, -3.7196, -7.8595], [2.7929, -1.7116, -2.9524], [-3.7510, 3.2544, 1.4320], [2.4137, -0.5418, 2.5790], [-0.1165, -1.7050, -8.0844], [-4.5075, 0.8366, -4.6079], [-1.7833, 4.5236, 3.2553], [-1.2851, -1.1933, -2.5421], [-1.0454, 1.2910, -2.2995], [3.8819, 4.8487, -5.6439], [4.8507, -2.9762, 8.6137], [0.7106, 0.1017, -1.1274], [2.5136, 1.6508, -3.3114], [-1.1358, 5.2643, 1.8342], [3.2461, -1.6088, 4.1963], [-0.5285, -4.3131, 1.4694], [-3.3837, 1.2711, 0.5277], [-4.6164, 3.4022, 0.7946], [-2.2530, -0.4893, 1.6773], [-1.1791, 1.1602, 1.3370], [-3.4982, -1.6155, -4.0366], [3.2439, -1.7392, 6.8116], [3.7448, -2.5118, 11.0378], [-0.2793, -4.1056, -8.7698], [3.6713, -2.8809, -1.2699], [-1.2243, -1.1730, -5.9042], [-2.9292, -4.5088, 0.2330], [2.1244, 5.7925, -3.8049], [-2.4124, 2.6250, -0.1008], [0.9095, 0.6915, 1.5995], [-0.2861, -1.9352, 2.2192], [-2.8488, 2.6228, -3.4299], [-1.6644, -5.3828, -6.8282], [-2.2747, -3.4954, -4.9783], [-0.3595, 3.2941, 0.8928], [-0.1445, 2.9637, 2.5996], [1.3247, 3.6388, -2.3683], [2.1148, -1.5142, 0.1498], [-4.0399, -2.0392, 0.3520], [4.0461, 2.1799, -5.2202], [1.2479, -1.0066, 5.5761], [1.6938, -1.1354, 10.6504], [3.2003, -0.7061, 1.8621], [3.2945, -2.0841, -3.8289], [-0.3652, 0.4961, 3.9988], [1.2495, -0.5924, 8.2511], [-4.1287, 2.9167, 2.3895], [1.3702, -0.1695, -3.7414], [-2.9866, 4.9806, 0.6625]],
  "atomic_forces_ev_per_a": [[-0.301, -0.085, 0.185], [0.255, 0.186, -1.233], [-0.040, -0.020, 0.049], [0.008, 0.008, -0.018], [0.165, -0.024, 0.081], [-0.247, 0.055, -0.022], [-0.003, -0.002, 0.054], [0.167, -0.150, 0.015], [-0.009, 0.008, 0.194], [0.004, 0.008, 0.004], [0.035, -0.031, -0.009], [0.017, -0.021, -0.020], [-0.039, 0.076, -0.067], [-0.014, -0.013, -0.002], [0.009, -0.040, -0.027], [0.008, 0.408, 0.350], [-0.005, -0.057, 0.036], [-0.224, 0.038, -0.133], [-0.016, 0.040, 0.055], [-0.043, 0.030, -0.020], [-0.061, 0.047, 0.121], [-0.014, 0.034, 0.041], [-0.041, 0.053, -0.005], [0.013, 0.044, 0.016], [0.060, -0.024, -0.016], [-0.028, 0.017, 0.018], [-0.220, 0.156, 0.639], [0.015, -0.019, -0.007], [-0.055, -0.037, -0.142], [0.107, -0.073, -0.086], [-0.020, 0.019, 0.052], [0.028, 0.036, 0.026], [-0.004, -0.024, -0.005], [-0.044, 0.017, 0.006], [-0.036, 0.029, 0.037], [0.006, 0.105, -0.094], [-0.022, 0.095, -0.020], [0.138, 0.071, -0.134], [0.032, 0.025, 0.004], [0.011, -0.030, 0.045], [-0.028, 0.366, -0.399], [0.323, -0.124, -0.044], [-0.022, -0.006, -0.007], [-0.006, -0.001, -0.012], [-0.232, -0.157, 0.229], [0.003, 0.004, -0.035], [0.115, 0.005, -0.177], [0.001, 0.009, -0.002], [0.006, -0.004, 0.000], [-0.037, -0.017, 0.030], [0.095, -0.048, 0.021], [0.129, 0.183, 0.054], [0.008, 0.010, 0.010], [-0.007, -0.024, -0.008], [0.072, -0.288, 0.154], [-0.145, 0.062, -0.049], [-0.122, -0.159, 0.146], [0.109, -0.152, 0.339], [-0.021, -0.013, -0.024], [0.034, 0.007, -0.003], [0.017, -0.009, 0.000], [-0.007, -0.015, -0.006], [0.009, -0.010, -0.017], [-0.048, 0.011, 0.025], [-0.013, -0.003, -0.004], [0.006, 0.009, -0.010], [0.073, -0.133, -0.367], [0.151, 0.005, -0.069], [-0.045, 0.003, 0.069], [0.022, 0.008, -0.078], [-0.007, -0.007, -0.001], [-0.003, -0.012, 0.015], [-0.050, -0.206, -0.328], [0.135, -0.089, 0.142], [-0.009, 0.021, 0.020], [-0.060, -0.097, 0.008], [-0.005, -0.016, -0.018], [0.012, 0.006, -0.012], [-0.015, 0.014, 0.006], [0.007, -0.006, -0.001], [0.076, 0.078, 0.053], [-0.021, -0.014, -0.014], [-0.010, -0.046, 0.143], [0.001, 0.015, 0.004], [0.006, -0.074, 0.248], [-0.068, -0.096, -0.042], [-0.018, 0.049, 0.046]]
}

---

{
  "formula": "C32H45IN7O5PSTl",
  "method": "the ωB97M-V functional and the def2-TZVPD basis",
  "homo_lumo_gap_ev": 7.9,
  "lumo_ev": -2.7269,
  "charge": 1,
  "e_above_lowest_kj_mol": 5.8,
  "elements": ["Tl", "I", "S", "P", "O", "O", "O", "O", "O", "N", "N", "N", "N", "N", "N", "N", "C", "C", "C", "C", "C", "C", "C", "C", "C", "C", "C", "C", "C", "C", "C", "C", "C", "C", "C", "C", "C", "C", "C", "C", "C", "C", "C", "C", "C", "C", "C", "C", "H", "H", "H", "H", "H", "H", "H", "H", "H", "H", "H", "H", "H", "H", "H", "H", "H", "H", "H", "H", "H", "H", "H", "H", "H", "H", "H", "H", "H", "H", "H", "H", "H", "H", "H", "H", "H", "H", "H", "H", "H", "H", "H", "H", "H"],
  "positions_angstrom": [[0.4976, -0.2682, 0.0884], [-1.1112, -5.6649, -6.9217], [3.2695, -2.5544, 0.8960], [-1.7258, 2.7128, -0.6035], [0.1549, -1.2259, 2.1176], [0.3214, -0.7458, -2.0817], [-0.7066, 1.6235, -0.5133], [2.6618, -1.3886, 0.1502], [-0.0574, -2.4349, -0.7377], [-1.9969, 3.4359, 0.8490], [2.2176, 1.2962, -0.6269], [1.1547, 1.1020, 1.8103], [-3.1814, 2.1810, -1.1721], [0.5013, 0.8888, 2.9790], [-1.2352, 3.8510, -1.6783], [-2.1544, -0.6557, 0.5496], [-2.1409, 4.6365, -2.5010], [-2.2727, -2.2612, 5.3175], [2.5882, 2.1869, 0.2979], [-3.1321, 1.2374, -2.2861], [-1.2536, 0.3162, 5.1001], [0.1749, 4.1075, -1.9198], [-0.2449, -2.2897, -4.3608], [-0.2413, -2.8339, -3.0813], [-1.4186, -1.9401, 4.2730], [-3.0106, -1.0910, 1.1768], [3.5210, 3.1718, 0.0078], [3.6909, 2.2809, -2.2057], [-2.2651, 4.8532, 1.0152], [-0.4918, -4.1903, -2.9046], [-0.4963, -3.0942, -5.4596], [2.3435, 3.0208, 2.7379], [2.0035, -3.8030, 1.0850], [-4.1150, -1.6267, 1.9718], [3.3596, -2.0474, 2.6097], [-4.3839, 2.0967, -0.3621], [-0.7384, -4.4487, -5.2717], [-0.0219, -0.3246, 3.0086], [2.7479, 1.3299, -1.8403], [-2.1106, -0.0065, 6.1404], [-0.9068, -0.6503, 4.1583], [-4.6159, -0.6055, 2.9969], [-2.2220, 2.6288, 2.0401], [0.0204, -1.9733, -1.8988], [-0.7367, -5.0034, -3.9983], [-2.6215, -1.2943, 6.2507], [4.0761, 3.2170, -1.2633], [1.9742, 2.0662, 1.6498], [-2.3762, 0.7453, 6.8717], [-4.4276, 2.9197, 0.3474], [-2.2411, 1.4157, -2.8873], [-0.0487, -1.2337, -4.4858], [4.8051, 3.9776, -1.5093], [-0.9276, -6.0587, -3.8631], [-0.8453, 1.3127, 5.0085], [-4.4475, 1.1512, 0.1889], [-3.2371, 2.7770, 2.4237], [-2.0896, 1.5727, 1.8106], [-0.5033, -2.6727, -6.4550], [3.3986, 2.9151, 2.9989], [-1.8878, 5.6976, -2.4246], [-3.2842, -1.5452, 7.0685], [2.3690, -1.7410, 2.9398], [-4.9053, -1.9360, 1.2865], [4.1075, 2.2759, -3.2025], [4.0639, -1.2190, 2.6627], [2.3938, 0.5750, -2.5308], [3.8118, 3.8924, 0.7582], [-3.0954, 0.2021, -1.9332], [-0.5003, -4.5984, -1.9030], [-5.2558, 2.1666, -1.0148], [-1.1346, -2.6811, 3.5369], [-2.6621, -3.2672, 5.4086], [-1.7165, 5.2311, 1.8811], [-1.9410, 5.4051, 0.1373], [2.1838, 4.0504, 2.4137], [0.7821, 3.5172, -1.2389], [3.7329, -2.8825, 3.2016], [-5.0005, 0.2876, 2.5055], [-3.8093, -0.3166, 3.6715], [0.3987, 5.1679, -1.7704], [-5.4174, -1.0427, 3.5890], [-3.3308, 5.0495, 1.1803], [1.1304, -3.3696, 1.5682], [1.7454, -4.1479, 0.0867], [-3.1685, 4.5009, -2.1760], [-2.0701, 4.3454, -3.5531], [-3.7472, -2.5220, 2.4750], [2.4327, -4.6183, 1.6674], [0.4464, 3.8396, -2.9453], [-4.0121, 1.3702, -2.9179], [1.7438, 2.8195, 3.6198], [-1.5072, 2.8887, 2.8238]],
  "atomic_forces_ev_per_a": [[0.224, -0.084, -0.077], [0.001, 0.005, 0.005], [0.044, -0.062, 0.038], [-0.179, -0.105, -0.080], [-0.041, 0.027, 0.053], [-0.008, 0.048, -0.010], [0.172, 0.204, 0.155], [-0.072, 0.049, -0.023], [-0.016, 0.022, 0.031], [0.123, 0.015, 0.034], [-0.030, 0.015, 0.020], [-0.113, -0.022, -0.065], [0.038, -0.083, 0.031], [0.009, 0.082, 0.113], [-0.049, -0.004, -0.099], [-0.053, -0.059, 0.047], [0.002, 0.043, 0.019], [0.002, -0.007, 0.004], [-0.005, -0.007, -0.042], [-0.007, -0.009, 0.001], [-0.029, -0.020, 0.014], [-0.002, -0.013, 0.029], [0.025, 0.003, 0.010], [0.000, 0.003, 0.010], [0.010, 0.001, 0.001], [-0.079, -0.061, -0.091], [0.006, 0.030, 0.019], [-0.011, -0.015, 0.022], [-0.029, -0.020, -0.003], [-0.017, 0.009, 0.013], [0.001, 0.001, -0.003], [0.019, -0.027, -0.004], [0.007, 0.028, -0.059], [0.050, 0.038, 0.094], [0.021, 0.030, -0.002], [0.023, 0.013, -0.035], [-0.002, -0.004, 0.000], [0.009, -0.052, -0.079], [-0.025, 0.021, 0.011], [0.004, -0.002, -0.008], [0.020, -0.012, 0.029], [0.038, 0.008, 0.006], [-0.008, -0.050, -0.024], [-0.028, -0.059, -0.056], [-0.002, 0.007, 0.000], [0.013, 0.007, -0.004], [0.007, 0.002, -0.025], [-0.014, -0.043, 0.016], [-0.007, 0.002, 0.002], [0.009, 0.008, 0.014], [0.001, 0.003, -0.005], [-0.007, 0.003, -0.009], [0.005, -0.002, 0.000], [-0.003, -0.001, 0.002], [0.012, 0.012, -0.005], [0.002, -0.001, -0.014], [-0.005, 0.002, 0.017], [0.007, 0.017, 0.005], [0.005, 0.002, -0.002], [0.007, 0.012, -0.012], [-0.015, 0.008, 0.001], [-0.006, 0.002, 0.000], [-0.008, 0.001, -0.001], [-0.002, 0.017, -0.011], [-0.004, 0.011, -0.008], [-0.008, -0.003, 0.005], [0.002, -0.011, -0.006], [0.007, -0.013, 0.009], [-0.010, 0.011, 0.001], [0.007, -0.009, 0.000], [-0.013, 0.014, 0.004], [-0.012, 0.003, 0.002], [0.005, 0.000, 0.003], [0.007, -0.002, -0.002], [0.001, 0.022, -0.017], [-0.007, 0.002, 0.003], [0.020, -0.007, -0.004], [0.003, -0.008, -0.001], [0.003, 0.004, -0.006], [-0.020, 0.008, -0.007], [0.017, -0.008, 0.010], [-0.006, -0.012, -0.005], [0.003, -0.005, 0.004], [-0.020, 0.016, 0.019], [-0.008, -0.016, 0.009], [-0.010, -0.013, -0.010], [0.021, 0.002, -0.003], [-0.002, -0.015, -0.018], [-0.009, 0.000, 0.009], [0.001, 0.010, -0.001], [0.000, 0.009, -0.008], [-0.011, 0.003, -0.004], [-0.003, 0.028, 0.006]]
}

---

| no. | E_HOMO (eV) |
| --- | --- |
| 1 | -9.5817 |
| 2 | -10.6083 |